Computed, not measured: an isolated molecule of CH3ClFNS, with wB97M-V/def2-TZVPD.

HOMO level in eV: -8.110
Energy relative to the best compared isomer or geometry (same formula, charge and spin) in kJ/mol: 255.6
Electronic energy in hartree: -1052.77846
Orbital gap in eV: 7.7
Lowest unoccupied orbital energy in hartree: -0.0161

Structure (XYZ):
```
8
Properties=species:S:1:pos:R:3:forces:R:3:nbo_charge:R:1
Cl -0.7513 -1.9640 1.2277 0.08 0.14 -0.43 -0.203
S 0.1937 -0.8909 -0.2956 0.66 0.23 0.94 0.994
F -0.6457 1.2080 -1.4553 0.24 0.02 -0.14 -0.394
N 1.2353 0.1244 0.4347 0.16 -0.36 -0.40 -1.008
C -0.9668 0.4220 -0.3401 -1.65 0.18 -0.35 -0.383
H 0.6697 0.9671 0.6030 0.35 0.20 0.37 0.423
H 2.2402 0.1013 0.3516 0.04 -0.24 -0.08 0.409
H -1.9750 0.0322 -0.5261 0.12 -0.16 0.09 0.164
```
Forces are in eV/Å.

---

Computed, not measured: a cluster of 9 separate species, C4H22N2O8 in total, with wB97M-V/def2-TZVPD.

2S+1: 2
HOMO level (spin up / spin down) in eV: 0.255 / -6.106
Energy relative to the best compared isomer or geometry (same formula, charge and spin) in kJ/mol: 209.6
⟨S²⟩: 0.750
Electronic energy in hartree: -877.00549
Orbital gap (spin up / spin down) in eV: 2.3 / 8.6
Lowest unoccupied orbital energy (spin up / spin down) in hartree: 0.0943 / 0.0909
Total charge: -1

Structure (XYZ):
```
36
Properties=species:S:1:pos:R:3:forces:R:3:nbo_charge:R:1
O -1.7330 -2.7435 -1.1892 -0.45 0.04 -0.34 -1.057
O -1.3282 0.8247 -4.4751 -0.61 0.33 -1.34 -0.971
O 0.2446 2.8201 4.2899 0.43 -1.20 -0.82 -0.976
O 1.7210 -1.8982 2.3418 0.24 0.31 -0.44 -1.095
O 3.5335 0.8946 -1.0302 -0.66 0.71 0.29 -0.970
O -0.7894 -3.2660 1.4698 0.54 0.25 0.61 -1.195
O -0.5947 -3.6359 -3.6276 0.10 -0.18 -0.37 -0.969
O -3.0523 1.6525 1.4322 0.13 0.06 -0.03 -0.975
N -0.8037 0.2576 -0.8360 -0.24 -0.92 0.14 -0.532
N 0.7211 0.6599 0.6754 -0.81 -0.41 1.18 -0.526
C 1.1823 3.0675 0.4310 1.27 1.01 0.15 -0.657
C -0.0283 -0.2856 0.0764 -0.40 0.25 -1.27 0.085
C 0.2827 1.9149 0.2563 1.07 -1.28 -0.95 0.054
C -0.5991 1.5959 -0.7442 0.22 0.50 -0.92 -0.135
H 1.8882 -1.9336 3.2881 -0.23 -0.11 0.09 0.430
H 3.7502 -0.0331 -1.0495 0.36 -0.33 -0.16 0.475
H -1.4313 -3.3184 -3.2691 0.10 0.06 0.22 0.487
H -0.4231 0.5545 -4.3302 -0.09 -0.07 0.89 0.485
H -2.5719 1.0698 2.0333 -0.09 -0.06 -0.02 0.448
H -0.2378 2.2443 3.6661 -0.62 0.60 0.24 0.447
H -1.7278 -3.5000 1.4878 -0.01 -0.06 -0.13 0.414
H -1.7030 -1.7832 -1.3191 0.17 0.27 0.04 0.495
H -2.4328 1.7635 0.6947 -0.10 -0.04 0.12 0.476
H -2.6236 -2.8900 -0.8399 0.14 -0.08 0.09 0.442
H 1.8411 3.0023 1.3017 -0.54 -0.18 0.35 0.221
H 0.7256 4.0547 0.4575 -0.35 -0.16 0.03 0.223
H 1.9498 3.1002 -0.3563 -0.42 -0.14 -0.27 0.221
H 0.8775 -2.3503 2.1755 -0.15 -0.06 0.32 0.493
H -0.8224 2.1175 -1.6654 -0.46 0.87 0.58 0.201
H -0.0073 -1.3571 0.1486 0.40 -0.02 0.82 0.231
H 1.0679 2.3032 4.2191 0.18 0.57 0.58 0.432
H 4.2160 1.4138 -1.4576 0.27 -0.35 -0.11 0.465
H -1.8477 1.0000 -3.6904 0.68 -0.32 0.51 0.485
H 1.2536 0.4100 1.4984 0.27 0.23 0.04 0.425
H -0.1307 -3.9388 -2.8417 -0.06 0.08 0.07 0.464
H -0.3668 -3.7880 0.7780 -0.30 -0.17 -0.22 0.460
```
Forces are in eV/Å.

---

Computed, not measured: a structure of composition C49H66BN14O3S2Tl, with wB97M-V/def2-TZVPD.

HOMO level in eV: -7.711
Electronic energy in hartree: -3892.96986
Orbital gap in eV: 7.3
Lowest unoccupied orbital energy in hartree: -0.0158

Structure (XYZ):
```
136
Properties=species:S:1:pos:R:3:forces:R:3:nbo_charge:R:1
Tl -0.4298 -0.2916 -0.1099 -0.25 -0.53 -0.19 0.703
S -0.9524 2.5467 -2.4222 0.18 -0.22 -0.27 -0.168
S 1.7357 -7.9833 -3.6946 -0.04 0.04 0.06 0.908
O -2.6134 -1.2415 1.9278 -0.19 -0.07 0.15 -0.631
O -2.1906 6.8303 -0.6300 0.04 0.22 0.03 -0.573
O -3.6413 -2.9520 2.8894 0.05 -0.05 0.06 -0.493
N 2.5625 -6.9467 -2.7755 0.21 -0.07 0.08 -0.600
N -0.5867 2.1273 0.7717 -0.20 0.28 0.47 -0.366
N 2.3329 1.4531 -0.8253 0.15 0.41 -0.13 -0.339
N -4.4305 -1.0493 -0.0578 -0.10 -0.16 -0.06 -0.639
N -2.0047 4.3763 -4.0304 0.04 0.09 0.25 -0.594
N 0.3241 -7.2032 -3.7648 -0.18 -0.09 -0.12 -0.625
N -1.1149 -2.9621 -1.9252 -0.16 -0.16 0.33 -0.400
N -1.6219 4.9925 -1.7936 -0.30 0.31 -0.60 -0.685
N 1.4221 -2.6084 -0.9475 -0.17 -0.59 0.89 -0.452
N 0.6218 2.7301 0.7151 0.25 0.38 -0.05 -0.332
N -4.5449 -1.9602 1.0062 -0.16 -0.03 -0.07 -0.503
N 1.8235 0.3278 -1.3940 -0.08 0.07 -0.13 -0.383
N 2.2049 0.9360 1.6684 0.05 0.30 -0.03 -0.337
N 1.4240 -0.1637 1.8038 -0.19 -0.43 0.08 -0.375
C 3.2405 2.0188 -1.6528 0.02 -0.01 -0.19 0.201
C -0.6152 4.7236 -6.7863 0.01 -0.14 0.05 -0.610
C 2.5346 -0.4703 -4.9830 -0.03 0.09 0.12 -0.595
C 0.8930 -1.8906 4.8371 -0.01 -0.01 -0.07 -0.590
C -4.5184 7.9156 -4.1468 0.00 0.01 -0.02 -0.211
C 3.0231 -0.1982 3.3620 -0.05 0.01 -0.05 -0.370
C -3.5431 -2.0129 1.9350 0.10 0.17 -0.10 0.878
C 2.2272 -0.9606 -3.5599 0.02 -0.09 -0.17 -0.072
C -2.7217 -4.1487 -3.2377 -0.03 -0.07 -0.07 -0.239
C 3.3895 -4.5504 -1.2327 0.00 -0.15 0.28 -0.132
C -0.8036 3.4386 -5.9855 -0.07 0.17 -0.01 -0.408
C 0.1772 -2.7127 2.6076 0.11 0.29 0.07 -0.610
C 2.1036 -4.7665 -1.7337 -0.15 0.43 0.10 -0.127
C 0.4549 -6.0923 -3.0656 0.47 -0.13 0.10 0.178
C -4.7956 -3.7789 2.9728 -0.10 -0.01 -0.04 -0.268
C 0.8138 -1.5349 -3.5151 0.16 0.44 0.08 -0.629
C 0.4811 4.0707 0.8308 -0.10 0.04 -0.08 0.207
C -4.5758 5.5463 -2.6971 0.07 -0.03 0.00 -0.131
C -0.2241 -3.9369 -2.1254 -0.44 -0.52 -0.15 0.142
C 1.5863 5.0759 0.8709 0.04 -0.13 -0.06 -0.642
C 1.3585 -2.1617 3.3987 -0.02 -0.07 -0.04 -0.077
C 3.3074 1.2491 -2.7917 0.10 -0.05 0.13 -0.371
C -5.6112 5.8550 -3.5630 -0.03 -0.02 -0.01 -0.225
C 2.4850 -3.2061 3.4356 -0.04 0.10 0.05 -0.591
C -2.3148 -3.0637 -2.4612 0.03 0.01 0.05 0.056
C -3.6023 2.0973 -0.0275 0.11 0.11 0.02 -0.576
C -1.5769 4.0292 -2.8035 -0.03 0.15 -0.15 0.288
C -2.9751 2.8381 1.1566 -0.11 -0.14 -0.02 -0.092
C -2.0766 3.4472 -5.1433 0.17 -0.15 -0.09 -0.221
C 1.9065 -0.8697 2.8283 0.24 0.33 0.05 0.177
C 3.1794 0.9405 2.6009 0.11 -0.39 0.25 0.200
C -0.5518 -5.0757 -2.8866 -0.10 0.31 0.19 -0.049
C -3.5055 6.4243 -2.5558 -0.12 0.02 0.04 -0.170
C 4.0190 3.2635 -1.3737 -0.13 -0.06 0.10 -0.636
C 2.6512 -2.4084 -0.5088 -0.32 -0.11 1.10 0.064
C 1.7537 -5.9454 -2.4877 -0.31 -0.15 -0.29 0.109
C -0.8675 4.3405 0.9380 0.04 -0.23 0.53 -0.429
C -3.1377 2.0066 2.4328 0.09 0.10 0.02 -0.594
C 2.4126 0.1874 -2.5845 0.01 0.25 -0.06 0.179
C -1.4986 3.0846 0.9244 0.13 0.16 0.09 0.192
C 3.6692 -3.3560 -0.6161 0.11 -0.53 0.64 -0.244
C 4.2476 1.9741 2.7548 -0.19 0.05 -0.17 -0.638
C -2.3970 6.1257 -1.5925 0.11 -0.30 -0.31 0.680
C -3.4900 7.6200 -3.2635 0.10 -0.03 0.03 -0.186
C 3.2485 -2.0666 -3.2400 -0.21 0.04 -0.35 -0.612
C -5.5767 7.0324 -4.2989 -0.02 0.02 -0.01 -0.202
C -3.7106 4.1680 1.3527 0.12 -0.09 -0.04 -0.591
C -1.8262 -5.1706 -3.4498 0.08 0.02 0.10 -0.164
C 1.1295 -3.7639 -1.5655 0.57 -0.43 0.36 0.262
B 1.9952 2.0220 0.5871 0.01 -0.45 -0.05 0.549
H 2.8050 2.8696 0.7711 0.05 0.01 0.14 -0.040
H 2.9712 -2.6106 -2.3430 0.40 0.55 -1.66 0.220
H 3.9383 1.4336 -3.6443 0.00 -0.01 -0.01 0.221
H -1.4567 4.8840 -7.4638 0.01 0.04 -0.01 0.198
H 3.3178 -2.8673 4.0538 0.00 -0.02 0.01 0.204
H 0.2950 4.6723 -7.3838 -0.01 0.07 -0.01 0.216
H -0.5319 5.5924 -6.1299 0.00 0.02 -0.02 0.197
H -4.4951 8.8395 -4.7096 -0.01 0.00 0.00 0.219
H -4.6498 1.8548 0.1818 0.03 0.07 0.05 0.185
H 3.6284 -0.4917 4.2034 0.03 0.00 -0.01 0.217
H -2.6808 2.5287 3.2760 -0.02 0.00 0.03 0.210
H 4.6584 -3.1428 -0.2349 -0.01 0.05 0.00 0.232
H 4.8452 2.0663 1.8471 0.00 0.05 0.00 0.220
H 0.0843 -1.1583 4.8356 0.00 0.01 0.05 0.217
H 4.9087 1.6824 3.5686 -0.02 0.01 0.02 0.222
H -4.7394 -4.2699 3.9396 0.01 -0.03 -0.03 0.211
H -5.7134 -3.1906 2.9212 0.03 0.01 0.03 0.188
H 2.2940 4.8552 1.6704 0.02 0.02 -0.03 0.226
H -2.9394 3.7220 -5.7566 0.00 0.02 0.04 0.194
H -3.4405 -0.9232 -0.2546 0.04 -0.01 0.01 0.366
H 2.8366 -1.4381 -0.0603 0.00 -0.07 0.03 0.243
H 1.1597 6.0608 1.0511 -0.03 0.01 -0.02 0.227
H -3.6241 4.8179 0.4789 0.00 0.00 0.06 0.203
H 1.7084 -1.5086 5.4528 -0.01 0.01 0.01 0.204
H 0.0415 3.2861 -5.3128 0.04 -0.11 0.00 0.222
H -6.3800 7.2647 -4.9858 0.00 0.00 0.01 0.218
H -0.1371 -3.6679 3.0349 -0.03 0.01 -0.02 0.202
H -4.1990 1.8578 2.6565 0.03 -0.05 -0.02 0.192
H -4.7702 3.9735 1.5309 -0.01 0.00 -0.01 0.205
H -5.0860 -2.7754 0.7798 0.04 -0.07 0.07 0.388
H 2.0150 0.4624 -5.2006 -0.06 0.04 -0.06 0.213
H 4.7524 3.4163 -2.1630 -0.02 -0.01 -0.04 0.221
H 2.8696 -3.3999 2.4363 0.02 -0.04 -0.15 0.209
H -4.5957 4.6232 -2.1298 0.02 -0.02 -0.01 0.215
H 0.4415 -2.8632 1.5656 0.05 -0.11 -0.24 0.211
H -2.0791 -6.0459 -4.0333 -0.01 0.01 -0.03 0.234
H -2.9939 -2.2395 -2.2654 -0.03 -0.02 -0.02 0.205
H -2.1836 5.3460 -4.2286 -0.14 0.05 0.10 0.407
H 2.1114 -4.1460 3.8487 0.00 0.01 0.01 0.203
H -2.6671 8.3093 -3.1205 -0.01 0.01 0.00 0.227
H 3.6066 -0.3100 -5.1111 -0.01 0.06 -0.06 0.202
H -3.7170 -4.1780 -3.6591 -0.01 0.02 0.00 0.222
H 0.0901 -0.7836 -3.8260 -0.14 0.11 -0.11 0.217
H 4.1366 -5.3226 -1.3612 0.03 0.03 0.00 0.236
H -0.6577 -2.0178 2.6485 -0.07 -0.06 -0.02 0.245
H -3.3126 4.6992 2.2188 -0.04 0.06 -0.03 0.215
H -2.2409 2.4563 -4.7247 -0.08 0.02 0.01 0.238
H 4.5420 3.1998 -0.4199 0.03 0.07 -0.02 0.223
H 3.3053 -2.7735 -4.0722 0.01 0.00 -0.08 0.199
H 0.7347 -2.3968 -4.1842 0.01 -0.02 -0.05 0.192
H -0.8440 2.5844 -6.6655 0.01 -0.02 0.03 0.206
H 2.2200 -1.2233 -5.7083 0.02 -0.02 0.02 0.205
H -1.3189 5.3128 1.0360 0.03 0.02 0.13 0.256
H 0.5626 -1.8503 -2.5032 0.03 0.77 -0.78 0.255
H -4.7724 -0.1515 0.2633 0.05 -0.06 0.00 0.362
H 3.3611 4.1324 -1.3399 0.11 0.02 -0.01 0.216
H -3.0505 1.1812 -0.2411 -0.01 0.08 -0.05 0.206
H 3.8200 2.9510 2.9833 0.07 0.04 -0.02 0.222
H 2.1383 5.1055 -0.0686 0.01 0.05 0.07 0.218
H 0.5244 -2.8156 5.2868 -0.02 0.01 0.02 0.201
H -6.4458 5.1740 -3.6676 0.00 0.00 0.00 0.219
H 4.2383 -1.6318 -3.0871 0.06 -0.03 -0.02 0.206
H -2.6474 1.0439 2.3290 -0.01 -0.14 0.02 0.240
H -3.5732 2.7194 -0.9215 0.03 -0.03 -0.11 0.208
H -4.7970 -4.5374 2.1855 0.02 0.00 0.01 0.177
H -1.0649 4.7360 -0.9821 0.03 -0.06 0.06 0.465
```
Forces are in eV/Å.

---

Computed, not measured: an isolated molecule of C17H22O8, with wB97M-V/def2-TZVPD.

HOMO level in eV: -8.352
Energy relative to the best compared isomer or geometry (same formula, charge and spin) in kJ/mol: 19.1
Electronic energy in hartree: -1262.87961
Orbital gap in eV: 8.8
Lowest unoccupied orbital energy in hartree: 0.0175
SMILES string: CCOC(=O)C(C(=O)OCC)C(=O)c1cc(OC)c(OC)c(OC)c1

Structure (XYZ):
```
47
Properties=species:S:1:pos:R:3:forces:R:3:nbo_charge:R:1
O -4.2394 -0.7556 0.5589 -0.15 -0.39 0.00 -0.491
O -1.4794 -3.0417 0.8670 0.01 -0.03 -0.04 -0.501
O -2.0334 -1.6516 -2.9735 0.02 -0.08 -0.03 -0.579
O -1.1014 0.1123 -1.9675 -0.01 0.28 0.08 -0.499
O 3.4617 -2.5764 0.0464 -0.25 0.08 -0.12 -0.495
O 3.9303 0.2568 0.2533 -0.55 -0.18 -0.36 -0.519
O 1.7261 1.9081 0.5391 0.31 -0.34 -0.15 -0.524
O -2.7035 0.8429 0.2394 -0.11 0.13 0.14 -0.602
C 0.6178 2.7493 0.7692 -0.15 0.14 0.04 -0.252
C 1.5131 0.5609 0.4482 -0.11 -0.17 0.05 0.319
C -3.0837 -0.2899 0.1025 0.11 0.07 -0.17 0.819
C 0.2442 0.0073 0.4401 0.13 0.10 0.17 -0.305
C 4.2989 1.3059 1.1278 0.25 0.31 0.19 -0.242
C -0.5265 0.5162 -3.2152 0.18 0.05 -0.53 -0.069
C 2.6584 -0.2549 0.3205 0.16 -0.02 0.09 0.181
C 4.8213 -2.2825 0.2851 0.46 -0.02 -0.01 -0.238
C 1.1996 -2.1808 0.2070 -0.12 0.17 -0.05 -0.169
C -1.8145 -1.0002 -1.9860 -0.27 -0.16 -0.11 0.809
C -5.0557 0.1359 1.3252 -0.16 0.47 0.34 -0.077
C -2.3475 -1.4075 -0.6202 -0.23 -0.19 -0.02 -0.517
C 2.4859 -1.6442 0.1989 -0.19 0.19 0.07 0.256
C 0.0815 -1.3672 0.3023 0.91 -0.04 0.27 -0.176
C -1.2406 -2.0200 0.2761 -0.32 0.02 -0.05 0.605
C -4.6146 0.1689 2.7807 0.04 -0.11 -0.40 -0.634
C 0.3007 1.7650 -2.9819 -0.28 -0.36 0.14 -0.627
H 1.0939 -3.2498 0.1184 0.00 -0.14 0.01 0.232
H -4.6147 -0.8365 3.1940 -0.02 -0.06 0.08 0.217
H 1.0266 3.7580 0.8104 -0.08 -0.04 0.00 0.198
H -0.6200 0.6382 0.5265 -0.05 0.11 -0.06 0.257
H 5.3343 -3.2393 0.1869 -0.01 0.07 0.04 0.189
H 4.9779 -1.8918 1.2936 0.00 0.00 -0.04 0.173
H -3.6114 0.5810 2.8586 0.05 0.05 0.05 0.219
H 3.8665 1.1686 2.1216 -0.01 -0.01 -0.02 0.177
H -4.9998 1.1363 0.8839 -0.08 -0.19 0.03 0.199
H 0.1303 2.5149 1.7200 -0.01 -0.02 -0.04 0.181
H 0.0887 -0.3062 -3.5962 -0.13 0.10 0.03 0.194
H -5.2962 0.7906 3.3541 -0.07 0.07 0.09 0.219
H -6.0684 -0.2593 1.2288 0.13 0.06 -0.04 0.195
H 4.0001 2.2797 0.7365 0.06 -0.13 0.08 0.194
H -1.3348 0.6982 -3.9323 0.12 -0.09 0.10 0.190
H -0.3300 2.5657 -2.6053 -0.03 0.14 0.03 0.211
H 5.3864 1.2578 1.1954 -0.05 0.01 0.05 0.186
H 0.7523 2.0808 -3.9179 0.05 0.04 -0.09 0.220
H 5.2190 -1.5756 -0.4449 -0.01 -0.11 0.11 0.190
H -3.0701 -2.2160 -0.7791 0.30 0.21 -0.01 0.282
H 1.0864 1.5632 -2.2593 0.14 0.04 0.08 0.218
H -0.1163 2.6844 -0.0372 -0.01 -0.02 0.01 0.187
```
Forces are in eV/Å.